{"formula": "C14H23GeN2OS2Zn", "method": "ωB97M-V/def2-TZVPD", "elements": ["Ge", "Zn", "S", "S", "O", "N", "N", "C", "C", "C", "C", "C", "C", "C", "C", "C", "C", "C", "C", "C", "C", "H", "H", "H", "H", "H", "H", "H", "H", "H", "H", "H", "H", "H", "H", "H", "H", "H", "H", "H", "H", "H", "H", "H"], "xyz": [[0.263, -0.576, -0.578], [-0.719, 0.256, 1.650], [-0.444, 2.553, 1.772], [1.465, -3.255, 3.584], [-2.637, 0.548, 2.045], [0.102, -0.907, 2.944], [-2.896, 1.750, 2.559], [-2.397, 3.991, 3.060], [-1.996, 2.766, 2.498], [-4.118, 1.885, 3.125], [1.119, -2.286, -0.223], [-0.140, -0.224, -4.314], [-1.094, -0.742, -1.963], [-0.545, -1.289, -3.298], [2.492, -2.436, -0.907], [0.674, -1.904, 3.204], [-4.515, 3.068, 3.673], [3.654, -2.105, 0.027], [3.719, -0.649, 0.473], [-3.629, 4.148, 3.637], [1.116, 0.565, -3.961], [2.599, -3.473, -1.238], [0.298, -1.968, -3.127], [2.563, -1.824, -1.815], [0.398, -3.027, -0.578], [1.967, -0.100, -3.791], [4.588, -2.379, -0.470], [-5.495, 3.141, 4.118], [3.574, -2.745, 0.911], [-1.838, -1.432, -1.559], [-1.602, 0.215, -2.102], [1.222, -2.452, 0.849], [2.856, -0.372, 1.085], [1.272, 0.556, -0.866], [-1.687, 4.804, 3.022], [-1.327, -1.907, -3.748], [1.386, 1.247, -4.769], [-3.908, 5.100, 4.068], [-4.711, 0.984, 3.097], [-0.978, 0.466, -4.451], [0.006, -0.719, -5.277], [0.984, 1.168, -3.062], [4.607, -0.469, 1.079], [3.752, 0.031, -0.382]], "charge": 0, "e_lumo_ev": [0.14, -2.33], "gap_ev": [8.13, 5.93], "homo_energy_ev": [-7.9963, -8.2616], "energy_ha": -5384.5899, "e_above_lowest_kcal_mol": 0.0, "spin_multiplicity": 2}